(1)
# C11H34FN9O4PS

A 2-piece molecular cluster, C11H34FN9O4PS overall (wB97M-V/def2-TZVPD, OMol25).

**Highest occupied orbital energy**: -12.04 eV
**LUMO energy**: -3.82 eV
**Maximum force**: 5.117 eV Å⁻¹
**DFT total energy**: -56393.669 eV
**Orbital gap**: 0.3020 hartree

Geometry as ORCA input:
```
! RIJCOSX wB97M-V def2-TZVPD def2/J DEFGRID3
* xyz 1 1
N -2.3074 -1.8560 -0.5462
C -0.9147 -2.0740 -0.9915
N -1.0200 -2.8355 -2.2176
N -0.2672 -0.7503 -1.1698
C -0.2726 -2.8612 0.1384
N 1.0128 -3.4829 -0.2197
C 2.0369 -2.5727 -0.4802
N 2.3899 -1.6248 0.4339
S 3.9624 -1.8608 1.2122
N 2.6415 -2.6165 -1.6373
F 2.2145 -3.5734 -2.4774
C 3.6662 -1.7367 -2.1582
C 4.9971 -2.4102 -2.5320
N 6.0066 -2.2756 -1.4771
N 5.4810 -1.6782 -3.7549
N 4.8933 -3.8132 -2.8470
H -2.7268 -1.1826 -1.1792
H -2.2652 -1.3707 0.3474
H -1.4981 -2.2463 -2.8903
H -0.1010 -3.0385 -2.5936
H -0.0544 -0.5767 -2.1419
H -0.8584 -0.0026 -0.8332
H -0.2165 -2.1909 1.0046
H -0.9785 -3.6402 0.4074
H 1.2988 -4.1878 0.4492
H 1.7227 -1.6334 1.1947
H 4.0589 -0.6408 1.7669
H 3.2446 -1.2748 -3.0519
H 3.8665 -0.9160 -1.4791
H 6.8254 -2.7773 -1.8078
H 6.3111 -1.3084 -1.4445
H 6.4746 -1.5087 -3.6565
H 5.0893 -0.7415 -3.8049
H 5.7906 -4.0898 -3.2290
H 4.2414 -3.9583 -3.6081
O -1.6834 4.1634 1.5508
P -2.5660 3.0159 1.2709
O -2.8081 2.2306 2.6759
C -2.8956 2.9363 3.9179
C -4.2781 3.4947 4.1843
O -1.5978 1.9743 0.4747
C -0.2561 2.3184 0.1456
C 0.7010 1.9353 1.2549
O -3.8128 2.4455 0.4448
C -5.1656 2.5306 0.9071
C -5.7337 3.9318 0.7983
H -2.1504 3.7313 3.9685
H -2.6428 2.2139 4.6948
H -4.5771 4.1946 3.4017
H -4.2949 4.0238 5.1370
H -5.0229 2.6991 4.2295
H -0.1697 3.3746 -0.1027
H -0.0065 1.7595 -0.7598
H 0.3839 2.3192 2.2236
H 1.7025 2.3131 1.0413
H 0.7508 0.8457 1.3439
H -5.2517 2.1266 1.9154
H -5.7383 1.8615 0.2646
H -5.0744 4.6667 1.2665
H -6.7134 3.9835 1.2720
H -5.8445 4.2175 -0.2476
*
```


(2)
# C11H35ClO10

A 7-piece molecular cluster, C11H35ClO10 overall (wB97M-V/def2-TZVPD, OMol25).

**Highest occupied orbital energy (spin up / spin down)**: 0.36 / -6.93 eV
**<S²>**: 0.75
**LUMO energy (spin up / spin down)**: 2.44 / 2.36 eV
**Relative energy (zero: lowest compared OMol25 entry of this formula, charge and spin)**: 0.00 kcal/mol
**Maximum force**: 2.479 eV Å⁻¹
**DFT total energy**: -44961.601 eV
**Orbital gap (spin up / spin down)**: 0.0767 / 0.3417 hartree

Geometry as ORCA input:
```
! RIJCOSX wB97M-V def2-TZVPD def2/J DEFGRID3
* xyz -1 2
O 3.6333 -0.2730 10.7433
H 4.3218 0.3259 11.0413
H 3.5468 -1.0712 11.2697
H 3.6009 -0.3521 9.7871
Cl 3.5164 2.0378 8.0890
O 2.2918 1.2293 8.1381
O 3.8282 2.5361 9.4039
O 4.6132 1.2147 7.6299
O 3.2776 3.1514 7.1673
C 5.6250 -2.4122 14.1516
C 5.4970 -2.9098 12.7101
C 5.4255 -4.4190 12.4891
O 4.3578 -2.3620 12.1676
H 4.9398 -2.8829 14.8567
H 5.4779 -1.3321 14.1504
H 6.6672 -2.4813 14.4632
H 6.2415 -2.3897 12.1073
H 5.1731 -4.6600 11.4565
H 4.8506 -4.8437 13.3120
H 6.4642 -4.7155 12.6356
H 3.6534 -2.7721 12.6747
C 7.4983 2.5412 10.8487
C 6.9009 1.1093 10.9361
C 7.9675 0.0733 11.4587
O 5.6984 0.9833 11.6571
H 7.9796 2.6637 11.8190
H 6.8328 3.3767 10.6318
H 8.3416 2.5315 10.1581
H 6.5772 0.8809 9.9207
H 8.3412 0.2768 12.4622
H 8.7518 -0.0171 10.7072
H 7.5839 -0.9456 11.5126
H 5.9985 1.2567 12.5271
C 1.1784 -4.9869 12.7258
C 1.3541 -3.5010 12.4140
C 0.0352 -2.8515 12.1090
O 2.0906 -2.7695 13.4373
H 0.4283 -5.0053 13.5165
H 2.0319 -5.4397 13.2304
H 0.7990 -5.4273 11.8038
H 2.0226 -3.4219 11.5566
H 0.2654 -1.8098 11.8853
H -0.7617 -2.9531 12.8457
H -0.3802 -3.1934 11.1610
H 1.7041 -2.8315 14.3139
C 1.3374 -1.8835 8.8174
O 2.7622 -1.8993 8.7336
H 0.9195 -1.7347 9.8130
H 1.0952 -1.0861 8.1148
H 0.9418 -2.8334 8.4578
H 2.9465 -2.1013 7.8134
C 4.5654 1.1665 14.7061
O 5.9750 1.2179 14.4232
H 4.3161 2.1445 15.1178
H 3.9409 1.0700 13.8179
H 4.2391 0.3722 15.3774
H 6.2812 2.1166 14.5654
*
```